No. 1
Formula: C3H3IN2O
Source: OMol25
Level of theory: wB97M-V/def2-TZVPD

Cartesian coordinates (Å):
C -0.75 -0.19 -0.76
C -0.26 0.80 -1.59
C -0.71 -0.05 0.61
N 1.09 -1.49 0.74
N 0.25 -1.02 1.37
O -1.12 0.81 1.33
I 0.32 0.57 -3.62
H -0.81 -1.23 -1.16
H -0.24 1.86 -1.33
H -0.03 -1.17 2.40

strongest force on any atom	5.76	eV Å⁻¹
frontier orbital gap	7.75	eV
E_HOMO	-8.198	eV

No. 2
Formula: C35H42CrN8O2S
Source: OMol25
Level of theory: wB97M-V/def2-TZVPD

Cartesian coordinates (Å):
Cr 0.32 -0.90 -0.86
C 4.57 -2.02 -0.71
C 3.11 -1.84 -0.99
N 2.44 -0.82 -0.58
O 3.20 0.05 0.21
C 2.34 -2.78 -1.77
C 2.85 -3.98 -2.50
N 1.09 -2.42 -1.77
O 0.11 -2.93 -2.38
H 4.75 -2.01 0.36
H 5.13 -1.19 -1.14
H 4.93 -2.96 -1.13
H 2.68 0.86 0.23
H 3.71 -3.73 -3.12
H 2.06 -4.35 -3.15
H 3.15 -4.78 -1.82
C -0.49 -4.80 5.06
C -1.37 -3.64 4.58
C -2.76 -4.18 4.19
C -1.53 -2.63 5.71
C -0.76 -3.02 3.33
C -0.38 -3.81 2.26
C 0.11 -3.23 1.10
N 0.25 -1.91 0.97
C -0.08 -1.13 2.01
C -0.59 -1.64 3.19
C 0.12 0.32 1.78
C 0.13 1.26 2.80
C 0.33 2.61 2.51
C 0.52 2.95 1.17
C 0.51 1.96 0.20
N 0.32 0.67 0.50
C 0.40 3.67 3.59
C -0.48 4.87 3.19
C 1.86 4.12 3.72
C -0.08 3.15 4.95
H -0.86 -5.17 6.01
H 0.54 -4.48 5.21
H -0.49 -5.64 4.36
H -3.26 -4.59 5.07
H -2.69 -4.97 3.45
H -3.39 -3.39 3.78
H -1.91 -3.14 6.60
H -2.24 -1.84 5.46
H -0.58 -2.17 5.98
H -0.48 -4.89 2.29
H 0.37 -3.82 0.24
H -0.88 -0.97 3.98
H 0.00 0.93 3.81
H 0.68 3.97 0.87
H 0.65 2.20 -0.84
H -0.06 5.41 2.34
H -0.54 5.57 4.02
H -1.49 4.56 2.93
H 2.22 4.57 2.79
H 2.51 3.28 3.96
H 1.96 4.86 4.51
H -1.09 2.75 4.89
H -0.09 3.96 5.67
H 0.58 2.37 5.34
S -1.96 -1.03 -0.81
C -2.13 -0.63 -2.51
N -3.17 -1.04 -3.16
N -3.45 -0.63 -4.39
C -3.33 0.64 -4.99
C -3.51 0.70 -6.37
C -3.51 1.94 -7.01
C -3.36 3.10 -6.28
C -3.21 3.03 -4.90
C -3.19 1.80 -4.25
N -1.14 0.08 -3.17
N -0.03 0.14 -2.60
C 0.89 1.03 -3.27
C 2.24 0.74 -3.30
C 3.12 1.61 -3.91
C 2.65 2.78 -4.49
C 1.29 3.07 -4.46
C 0.41 2.20 -3.85
H -4.10 -1.25 -4.85
H -3.63 -0.21 -6.94
H -3.64 1.98 -8.08
H -3.36 4.06 -6.77
H -3.11 3.93 -4.32
H -3.09 1.77 -3.17
H 2.60 -0.19 -2.88
H 4.18 1.37 -3.95
H 3.34 3.47 -4.97
H 0.92 3.97 -4.92
H -0.65 2.42 -3.83

<S²>	0.80
2S+1	2
strongest force on any atom	0.89	eV Å⁻¹
frontier orbital gap (spin up / spin down)	5.95 / 6.22	eV
net charge	+1
E_HOMO (spin up / spin down)	-9.527 / -9.609	eV

No. 3
Formula: C51H47AsBClN13O3PPb
Source: OMol25
Level of theory: wB97M-V/def2-TZVPD

Cartesian coordinates (Å):
Pb -0.02 -1.83 1.80
C -1.19 2.61 3.30
C -1.46 1.25 3.07
N -0.44 0.66 2.49
N 0.52 1.59 2.34
C 0.08 2.78 2.82
B 2.00 1.26 1.97
N 2.61 0.24 2.96
C 3.88 0.16 3.40
C 4.05 -1.06 4.03
C 2.81 -1.69 3.89
N 1.95 -0.91 3.25
N 2.20 0.64 0.56
C 3.26 0.81 -0.25
C 3.29 -0.21 -1.17
C 2.19 -1.01 -0.83
N 1.54 -0.49 0.21
N 2.74 2.60 2.03
C 3.30 3.21 3.10
C 3.64 4.49 2.73
C 3.22 4.58 1.39
N 2.67 3.45 0.98
H -1.83 3.35 3.75
H -2.35 0.68 3.31
H 0.70 3.66 2.80
H 4.58 0.95 3.23
H 4.94 -1.44 4.50
H 2.53 -2.68 4.18
H 3.94 1.64 -0.11
H 4.00 -0.38 -1.96
H 1.84 -1.93 -1.27
H 3.38 2.72 4.05
H 4.11 5.25 3.33
H 3.31 5.42 0.72
N -1.04 -4.95 5.55
C -0.20 -4.13 4.92
N -0.85 -3.46 3.99
C -2.12 -3.95 4.09
N -2.27 -4.86 5.04
C -3.21 -3.56 3.18
C -4.51 -4.04 3.35
N -5.47 -3.73 2.49
C -5.13 -2.98 1.45
C -3.84 -2.51 1.28
N -2.88 -2.78 2.16
H -0.85 -5.60 6.30
H 0.85 -4.04 5.16
H -4.76 -4.67 4.19
H -5.91 -2.74 0.74
H -3.56 -1.91 0.42
O -1.08 -3.20 -0.49
H -0.63 -3.99 -0.09
H -0.63 -3.04 -1.32
Cl 6.18 -8.40 2.26
C 4.84 -7.32 2.02
C 5.06 -5.95 2.05
C 3.98 -5.10 1.87
C 2.71 -5.61 1.64
C 2.51 -6.99 1.60
C 3.58 -7.85 1.79
C 1.54 -4.68 1.44
O 0.45 -5.17 1.10
O 1.77 -3.46 1.69
H 6.05 -5.57 2.22
H 4.11 -4.03 1.89
H 1.52 -7.37 1.41
H 3.44 -8.92 1.77
C -0.35 1.64 -1.72
C -0.39 2.83 -0.78
As -0.14 4.45 -1.85
C 1.42 4.37 -2.91
C 1.50 5.16 -4.07
C 2.65 5.10 -4.84
C 3.70 4.28 -4.47
C 3.62 3.52 -3.31
C 2.49 3.58 -2.51
C -1.65 4.62 -3.01
C -1.62 4.11 -4.31
C -2.77 4.18 -5.08
C -3.92 4.78 -4.58
C -3.93 5.29 -3.29
C -2.80 5.21 -2.50
P -1.36 0.21 -1.03
C -1.47 -0.80 -2.55
C -0.35 -0.98 -3.37
C -0.39 -1.83 -4.46
C -1.56 -2.53 -4.75
C -2.67 -2.37 -3.94
C -2.63 -1.52 -2.85
C -3.01 1.01 -1.02
C -3.68 1.10 0.19
C -4.94 1.68 0.27
C -5.55 2.17 -0.87
C -4.89 2.09 -2.09
C -3.63 1.52 -2.17
H 0.68 1.30 -1.84
H -0.76 1.85 -2.71
H 0.39 2.80 -0.02
H -1.35 2.99 -0.29
H 0.68 5.81 -4.35
H 2.72 5.70 -5.74
H 4.59 4.23 -5.08
H 4.45 2.89 -3.01
H 2.45 3.02 -1.58
H -0.73 3.65 -4.71
H -2.76 3.78 -6.09
H -4.80 4.85 -5.20
H -4.83 5.76 -2.90
H -2.82 5.60 -1.49
H 0.58 -0.45 -3.15
H 0.48 -1.96 -5.09
H -1.60 -3.19 -5.60
H -3.58 -2.92 -4.15
H -3.50 -1.41 -2.22
H -3.20 0.72 1.09
H -5.45 1.74 1.23
H -6.54 2.61 -0.82
H -5.36 2.47 -2.99
H -3.13 1.45 -3.13

<S²>	0.76
2S+1	2
strongest force on any atom	0.74	eV Å⁻¹
frontier orbital gap (spin up / spin down)	8.11 / 4.49	eV
net charge	+1
E_HOMO (spin up / spin down)	-10.198 / -10.198	eV

No. 4
Formula: C4H12NO2
Source: OMol25
Level of theory: wB97M-V/def2-TZVPD

Cartesian coordinates (Å):
C -1.79 -0.28 -0.45
O -2.25 0.71 -1.27
C -0.25 -0.56 -0.57
C 0.15 -1.36 0.68
C 1.58 -1.93 0.55
N 0.49 0.73 -0.58
H -2.26 -1.31 -0.68
H -1.99 -0.19 0.66
H -0.25 -1.30 -1.40
H -0.50 -2.25 0.60
H 0.14 -0.70 1.56
H 1.84 -2.78 1.18
H 1.62 -2.35 -0.46
H 2.39 -1.19 0.56
H -0.31 1.13 -1.12
H 1.30 0.54 -0.01
H 1.58 1.76 1.79
H 1.01 2.15 0.47
O 1.51 2.55 1.23

<S²>	0.75
2S+1	2
strongest force on any atom	4.69	eV Å⁻¹
frontier orbital gap (spin up / spin down)	3.01 / 7.17	eV
net charge	-2
E_HOMO (spin up / spin down)	3.947 / -0.249	eV

No. 5
Formula: C3H9NO
Source: OMol25
Level of theory: wB97M-V/def2-TZVPD

Cartesian coordinates (Å):
C 0.28 2.27 1.06
O 0.82 0.99 0.79
H 0.79 3.14 0.66
H -0.76 2.29 0.68
H 0.12 2.41 2.13
C -0.08 -1.53 -0.49
C -1.20 -1.67 0.21
N 0.08 -0.64 -1.58
H 0.87 -2.00 -0.25
H -1.36 -2.52 0.86
H -2.09 -1.07 0.10
H 0.58 -1.02 -2.37
H 1.26 1.07 -0.05
H -0.83 -0.29 -1.86

strongest force on any atom	1.97	eV Å⁻¹
frontier orbital gap	9.37	eV
E_HOMO	-8.302	eV
SMILES string	C=CN.CO

No. 6
Formula: C20H22N2O2S
Source: OMol25
Level of theory: wB97M-V/def2-TZVPD

Cartesian coordinates (Å):
N -1.34 -1.45 1.30
C -1.58 -0.60 1.99
C -2.16 0.50 2.83
S -0.75 1.11 3.91
C -2.70 1.72 2.01
C -1.53 2.57 1.55
N -0.62 3.10 1.16
C -3.57 1.34 0.77
C -5.10 1.58 0.94
C -5.70 1.11 2.29
C -6.76 -0.01 2.16
O -7.30 -0.34 1.18
O -7.13 -0.64 3.34
H -2.88 0.09 3.56
H 0.33 0.43 3.41
H -3.30 2.34 2.70
H -3.24 2.00 -0.06
H -3.43 0.30 0.40
H -5.60 1.00 0.13
H -5.36 2.63 0.72
H -4.96 0.80 3.05
H -6.23 1.98 2.74
H -6.40 -0.48 3.97
C 2.82 0.69 -2.47
C 1.86 0.87 -1.49
C 1.43 2.15 -1.16
C 1.96 3.25 -1.82
C 2.93 3.07 -2.80
C 3.36 1.79 -3.12
H 3.16 -0.31 -2.72
H 1.43 0.01 -0.98
H 0.68 2.30 -0.39
H 1.63 4.25 -1.56
H 3.35 3.93 -3.31
H 4.12 1.65 -3.89
C 5.47 -2.52 -2.05
C 5.84 -3.69 -2.70
C 5.25 -4.90 -2.34
C 4.29 -4.94 -1.34
C 3.92 -3.76 -0.69
C 4.51 -2.56 -1.04
H 5.93 -1.58 -2.33
H 6.59 -3.67 -3.48
H 5.55 -5.82 -2.84
H 3.83 -5.88 -1.06
H 3.17 -3.79 0.09
H 4.23 -1.64 -0.54

strongest force on any atom	5.54	eV Å⁻¹
frontier orbital gap	8.88	eV
E_HOMO	-9.073	eV
SMILES string	N#C[C@@H](S)[C@@H](C#N)CCCC(=O)O.c1ccccc1.c1ccccc1

Listing ΔE to the lowest compared entry with this formula, charge and spin for the structures above in their given order: 74.1 4.1 0.0 52.0 46.8 82.6 kcal/mol.